{"formula": "C18H38BN3O11", "method": "ωB97M-V/def2-TZVPD", "symbols": ["C", "C", "O", "B", "O", "C", "O", "O", "C", "C", "C", "O", "C", "C", "O", "C", "O", "O", "H", "H", "H", "H", "H", "H", "H", "H", "H", "H", "H", "H", "H", "H", "H", "H", "H", "C", "C", "O", "N", "C", "H", "H", "H", "H", "H", "H", "H", "C", "C", "O", "N", "C", "H", "H", "H", "H", "H", "H", "H", "C", "C", "O", "N", "C", "H", "H", "H", "H", "H", "H", "H"], "xyz": [[1.15, -3.62, -0.44], [1.38, -2.12, -0.21], [2.34, -1.57, -1.15], [1.86, -0.79, -2.17], [1.11, -1.29, -3.20], [2.17, 0.81, -2.20], [1.55, 1.50, -2.98], [2.99, 1.37, -1.26], [4.31, 0.81, -1.22], [4.76, 0.72, 0.24], [3.64, 0.29, 1.17], [3.18, 1.47, 1.87], [2.06, 1.22, 2.60], [0.76, 1.36, 1.85], [2.12, 0.89, 3.76], [5.27, 1.63, -2.09], [5.80, 0.89, -3.17], [6.67, -0.11, -2.63], [1.36, -4.17, 0.48], [1.85, -3.96, -1.20], [0.14, -3.82, -0.78], [1.79, -1.96, 0.79], [0.44, -1.57, -0.29], [0.16, -1.14, -3.15], [4.32, -0.21, -1.63], [5.11, 1.71, 0.58], [5.61, 0.04, 0.27], [3.96, -0.44, 1.91], [2.81, -0.12, 0.60], [0.91, 1.61, 0.80], [0.16, 2.13, 2.34], [0.22, 0.41, 1.91], [4.77, 2.48, -2.55], [6.11, 1.99, -1.48], [7.49, 0.38, -2.45], [-1.83, 1.80, -2.94], [-2.12, 0.69, -1.96], [-1.85, -0.48, -2.21], [-2.69, 1.03, -0.77], [-3.09, 2.35, -0.32], [-1.38, 1.35, -3.82], [-2.73, 2.34, -3.23], [-1.12, 2.51, -2.51], [-2.85, 0.24, -0.16], [-2.55, 2.61, 0.60], [-4.16, 2.37, -0.11], [-2.87, 3.10, -1.07], [1.50, -4.56, 4.28], [1.45, -3.21, 3.61], [1.48, -3.09, 2.39], [1.36, -2.11, 4.41], [1.31, -2.04, 5.85], [1.57, -5.32, 3.51], [2.38, -4.64, 4.93], [0.61, -4.74, 4.88], [1.35, -1.24, 3.89], [0.40, -1.55, 6.18], [2.16, -1.46, 6.23], [1.35, -3.03, 6.28], [-8.14, 2.37, -0.80], [-6.92, 2.68, -1.63], [-6.30, 3.72, -1.50], [-6.53, 1.75, -2.54], [-7.14, 0.46, -2.83], [-8.32, 3.20, -0.13], [-9.02, 2.23, -1.43], [-7.99, 1.46, -0.21], [-5.72, 2.02, -3.07], [-6.43, -0.35, -2.66], [-7.46, 0.41, -3.87], [-8.01, 0.30, -2.20]], "e_lumo_ev": 0.52, "homo_lumo_gap_ev": 10.10, "smiles": "CCOB(O)C(=O)O[C@H](CCOC(C)=O)COO.CNC(C)=O.CNC(C)=O.CNC(C)=O", "homo_ev": -9.6, "energy_ev": -46951.478}